{
  "formula": "C47H45N4O4",
  "method": "wB97M-V/def2-TZVPD",
  "elements": ["C", "C", "C", "C", "C", "C", "C", "C", "C", "C", "N", "C", "C", "C", "C", "C", "C", "C", "C", "N", "C", "N", "N", "H", "H", "H", "H", "H", "H", "H", "H", "H", "H", "H", "H", "H", "H", "H", "H", "H", "H", "H", "H", "H", "H", "H", "H", "H", "H", "H", "H", "H", "C", "C", "C", "C", "C", "C", "C", "O", "C", "C", "C", "C", "C", "C", "C", "O", "H", "H", "H", "H", "H", "H", "H", "H", "C", "C", "C", "C", "C", "C", "C", "O", "C", "C", "C", "C", "C", "C", "C", "O", "H", "H", "H", "H", "H", "H", "H", "H"],
  "xyz": [[2.24831, 3.16342, -0.59726], [2.18218, 1.66874, -0.33629], [2.01510, 1.27788, 1.10030], [2.30376, 0.78455, -1.41504], [1.10207, 0.06373, -1.97280], [0.06698, -0.25378, -0.87810], [-0.97522, -1.29826, -1.30603], [-1.61665, -1.85627, 0.00587], [-2.04858, -0.70548, -2.20973], [-3.07639, -1.74903, -2.72035], [-4.44358, -1.49410, -2.23796], [-5.23690, -0.43115, -2.86558], [-5.31577, 0.86596, -2.08168], [-5.42106, 2.04439, -2.82575], [-5.53918, 3.28150, -2.20716], [-5.54476, 3.37627, -0.82121], [-5.43189, 2.20634, -0.07511], [-5.32149, 0.96614, -0.69492], [-4.97310, -2.23367, -1.28907], [-6.23719, -2.07316, -0.80758], [-6.39968, -2.97162, 0.12577], [-5.31390, -3.73340, 0.26188], [-4.40852, -3.26568, -0.62865], [1.48580, 3.37581, -1.34052], [3.25406, 3.45327, -0.91861], [2.01083, 3.68418, 0.32906], [1.13358, 1.74784, 1.56442], [1.88183, 0.20872, 1.23572], [2.87907, 1.61690, 1.67131], [3.28752, 0.62899, -1.85237], [0.68335, 0.69218, -2.76347], [1.40995, -0.88353, -2.43065], [-0.45597, 0.64763, -0.55348], [0.61472, -0.70196, -0.05699], [-0.50606, -2.12008, -1.85023], [-2.65436, -1.52451, 0.03944], [-1.13313, -1.41379, 0.87309], [-1.49139, -2.93587, 0.10715], [-1.57212, -0.27371, -3.09012], [-2.60615, 0.08532, -1.70579], [-2.78543, -2.77682, -2.50436], [-3.14298, -1.67411, -3.80388], [-4.80091, -0.21036, -3.83437], [-6.24788, -0.81910, -2.98458], [-5.43020, 1.98112, -3.90714], [-5.64600, 4.16742, -2.81703], [-5.65176, 4.32811, -0.32475], [-5.44376, 2.27289, 1.00379], [-5.26245, 0.08513, -0.07315], [-7.30976, -3.05634, 0.69368], [-5.14962, -4.51206, 0.87757], [-3.48383, -3.63616, -0.78276], [-1.62636, -9.35392, -0.18876], [-2.16651, -8.07857, -0.06209], [-1.45388, -6.97651, -0.50191], [-0.19258, -7.13903, -1.06122], [0.35710, -8.41726, -1.16648], [-0.36757, -9.52248, -0.73889], [1.72893, -8.61705, -1.71935], [2.20074, -9.72789, -1.81382], [2.49830, -7.41462, -2.14098], [3.79687, -7.56945, -2.60666], [4.52158, -6.46199, -3.01485], [3.94924, -5.19528, -2.96778], [2.65644, -5.03403, -2.49985], [1.92872, -6.14002, -2.07647], [0.55531, -5.94512, -1.54644], [0.05607, -4.83455, -1.50621], [-2.18728, -10.21555, 0.14757], [-3.14622, -7.94940, 0.38008], [-1.87106, -5.98262, -0.40924], [0.05925, -10.51125, -0.83463], [4.23841, -8.55559, -2.64541], [5.53503, -6.58434, -3.37271], [4.51576, -4.33312, -3.29350], [2.21084, -4.04977, -2.45790], [1.17392, 6.23369, 1.47178], [0.95206, 5.32299, 2.50074], [1.71950, 5.37307, 3.65137], [2.72130, 6.32791, 3.77469], [2.95819, 7.22663, 2.73389], [2.17455, 7.18262, 1.58726], [4.05835, 8.22990, 2.82542], [4.25876, 9.01248, 1.92126], [4.90439, 8.23665, 4.05042], [5.96869, 9.12520, 4.13452], [6.75731, 9.15316, 5.27213], [6.48144, 8.29929, 6.33506], [5.42510, 7.40787, 6.25511], [4.63851, 7.36644, 5.11091], [3.52756, 6.37913, 5.02836], [3.28384, 5.63053, 5.95127], [0.56680, 6.19715, 0.57627], [0.17632, 4.57372, 2.40304], [1.54737, 4.67109, 4.45583], [2.35464, 7.88889, 0.78851], [6.17850, 9.79005, 3.30809], [7.58873, 9.84268, 5.33394], [7.09525, 8.32807, 7.22555], [5.21027, 6.73971, 7.07753]],
  "atomic_forces_ev_per_a": [[1.42, -0.83, 0.77], [0.41, -0.07, -0.59], [-2.37, -0.10, -0.08], [-0.31, 0.22, 0.95], [0.74, -1.43, 1.42], [0.06, -0.51, -1.21], [-0.40, 0.10, 0.97], [0.19, 0.39, -0.57], [-0.04, -0.43, -0.40], [-0.04, 0.71, -0.18], [0.55, -0.52, 0.07], [-0.35, 0.20, 0.75], [0.18, 0.54, -0.20], [-0.03, -0.17, 0.18], [-0.09, -0.01, 0.00], [0.01, -0.56, -0.13], [-0.01, 0.22, -0.10], [0.01, 0.04, 0.01], [-0.99, -0.10, 0.34], [-0.18, 0.46, -0.22], [0.11, 0.28, -0.51], [-0.53, -0.30, 0.60], [0.85, 0.22, -0.94], [0.19, 0.28, -0.18], [-0.17, 0.37, -0.32], [0.13, 0.22, -0.03], [0.14, 0.10, 0.17], [0.33, -0.08, 0.03], [0.21, 0.02, -0.21], [-0.35, 1.41, -1.44], [0.00, 0.09, -0.01], [-0.13, 0.00, -0.19], [0.09, 0.04, 0.27], [-0.01, 0.17, 0.21], [0.23, 0.00, 0.08], [-0.14, -0.31, 0.26], [0.03, -0.01, 0.09], [-0.25, -0.08, -0.07], [0.03, 0.17, 0.03], [0.13, 0.13, 0.08], [0.05, -0.02, 0.10], [0.02, -0.17, -0.08], [0.01, -0.24, -0.12], [-0.03, -0.02, -0.23], [0.04, 0.07, -0.04], [0.05, 0.06, 0.00], [0.03, 0.09, -0.01], [0.02, -0.09, 0.06], [0.06, -0.04, 0.02], [0.06, -0.32, 0.21], [0.22, -0.01, -0.03], [0.00, -0.24, 0.42], [-0.01, 0.03, 0.01], [0.03, 0.02, -0.03], [-0.14, -0.11, 0.06], [0.08, 0.00, -0.03], [-0.03, 0.11, 0.00], [-0.10, -0.08, 0.06], [0.14, -0.20, -0.04], [-0.03, 0.01, 0.01], [-0.08, 0.09, 0.04], [0.14, 0.02, -0.06], [-0.05, 0.04, 0.01], [0.00, -0.04, 0.00], [0.10, 0.07, -0.04], [-0.02, -0.10, 0.02], [0.02, 0.21, -0.03], [-0.21, 0.03, 0.05], [0.00, 0.00, 0.00], [0.00, -0.03, 0.00], [0.11, 0.06, -0.04], [0.10, 0.04, -0.03], [-0.10, -0.05, 0.02], [0.00, 0.00, 0.00], [0.00, 0.00, 0.00], [-0.08, -0.03, 0.05], [-0.01, -0.03, 0.05], [0.02, 0.05, -0.03], [-0.12, -0.10, -0.06], [0.07, 0.08, -0.07], [0.01, -0.06, 0.10], [-0.10, -0.05, -0.11], [0.05, 0.17, -0.15], [-0.01, -0.03, 0.00], [-0.05, -0.10, 0.06], [0.12, 0.08, 0.04], [-0.03, -0.04, 0.04], [-0.01, 0.02, -0.05], [0.11, 0.03, 0.10], [-0.03, 0.05, -0.12], [-0.02, -0.13, 0.19], [0.00, 0.00, -0.03], [0.00, 0.01, 0.00], [-0.01, 0.01, 0.01], [0.07, 0.06, 0.07], [0.09, 0.04, 0.06], [-0.10, -0.03, -0.05], [0.00, 0.01, 0.00], [0.00, 0.00, 0.00], [-0.08, -0.05, -0.06]],
  "spin_multiplicity": 1,
  "e_lumo_ev": -3.0,
  "total_charge": 1,
  "e_homo_ha": -0.3164
}